This record from the OMol25 dataset describes a 10-piece molecular cluster, C40H74N4O12S6 overall at a distorted geometry. The level of theory is the ωB97M-V functional and the def2-TZVPD basis.

Last column: Löwdin charge in e.
CARTESIAN COORDINATES (ANGSTROEM)
C 8.9263 0.1007 0.8987  -0.123
C 8.4367 0.1111 -0.5152  -0.274
C 8.4422 1.5206 -1.1657  -0.186
C 7.7885 2.6653 -0.5288  -0.223
N 7.2759 3.5945 -0.0360  0.132
H 8.8461 -0.9256 1.2569  0.075
H 8.2640 0.7627 1.4566  0.077
H 9.9680 0.4216 0.8966  0.080
H 7.4478 -0.3417 -0.4448  0.107
H 9.0106 -0.6050 -1.1035  0.107
H 8.0745 1.4379 -2.1885  0.114
H 9.4787 1.8176 -1.3255  0.116
C 4.5613 -3.2578 3.8312  -0.104
C 4.6936 -3.8157 5.3078  -0.227
C 5.2823 -2.6074 6.1166  -0.175
C 4.1604 -1.6734 6.4246  -0.241
N 3.3394 -0.9107 6.6773  0.133
H 5.4849 -2.8471 3.4235  0.064
H 3.8796 -2.4077 3.8037  0.061
H 4.1517 -4.0910 3.2602  0.067
H 5.3059 -4.7147 5.3785  0.095
H 3.7321 -4.2675 5.5517  0.107
H 6.1481 -2.1064 5.6836  0.116
H 5.5462 -3.0394 7.0819  0.106
C -8.1643 4.4640 2.4669  -0.116
C -7.0210 3.4637 2.5958  -0.249
C -6.2303 3.2321 1.3018  -0.195
C -5.2881 4.2868 0.9521  -0.240
N -4.6419 5.1743 0.6408  0.140
H -9.0588 4.1023 1.9598  0.070
H -7.8471 5.3973 2.0018  0.073
H -8.5611 4.8272 3.4149  0.069
H -7.3707 2.5652 3.1043  0.108
H -6.2793 3.9273 3.2463  0.104
H -6.9209 3.1029 0.4685  0.120
H -5.6927 2.2852 1.3517  0.116
C 1.7689 1.4788 2.0460  -0.245
C 1.6987 2.3834 0.8666  -0.241
C 1.5844 1.4740 -0.3741  -0.189
S 0.3932 0.1191 0.1290  0.726
O 0.9526 -1.2189 -0.1425  -0.361
O -0.9450 0.4719 -0.3632  -0.353
C 0.5989 0.4901 1.9185  -0.208
H 1.7146 1.9950 3.0045  0.120
H 2.7300 0.9677 1.9900  0.117
H 2.5460 3.0675 0.9138  0.118
H 0.8672 3.0725 1.0145  0.120
H 2.4849 0.9057 -0.6068  0.093
H 1.3263 1.9660 -1.3119  0.099
H 0.6752 -0.4405 2.4809  0.103
H -0.3214 1.0063 2.1914  0.100
C -1.3247 4.8390 8.4090  -0.223
C -0.9998 3.9951 7.0771  -0.201
C -2.2140 3.1540 6.7093  -0.205
S -3.4834 3.3946 8.0730  0.709
O -4.0132 2.0819 8.3626  -0.349
O -4.3607 4.5043 7.7054  -0.347
C -2.2321 4.0428 9.3622  -0.191
H -1.8008 5.7943 8.1878  0.104
H -0.4165 5.0664 8.9671  0.103
H -0.0403 3.4979 7.2194  0.106
H -0.8064 4.6952 6.2643  0.101
H -1.8526 2.1385 6.8714  0.093
H -2.7092 3.2334 5.7416  0.104
H -1.6978 3.1627 9.7202  0.094
H -2.6401 4.5817 10.2173  0.101
C -2.1212 -4.4024 -5.2650  -0.229
C -2.2082 -5.6372 -6.1887  -0.220
C -3.2360 -6.6563 -5.6975  -0.219
S -3.4711 -6.3126 -3.9230  0.723
O -2.8527 -7.4665 -3.2771  -0.353
O -4.8536 -5.8912 -3.6803  -0.340
C -2.2841 -4.9053 -3.8930  -0.243
H -2.9775 -3.7537 -5.4493  0.119
H -1.2274 -3.7880 -5.3733  0.124
H -1.2460 -6.1454 -6.2519  0.111
H -2.3773 -5.3160 -7.2165  0.110
H -2.8696 -7.6733 -5.8370  0.100
H -4.1482 -6.4883 -6.2699  0.101
H -1.3435 -5.3511 -3.5697  0.105
H -2.5461 -4.2257 -3.0821  0.112
C 5.9471 -6.0553 -2.9478  -0.202
C 6.8485 -5.8841 -4.2251  -0.184
C 6.7212 -4.3861 -4.7034  -0.252
S 5.0752 -3.8001 -4.3289  0.713
O 4.1411 -4.2200 -5.4066  -0.356
O 5.1108 -2.4572 -3.7921  -0.345
C 4.8539 -4.9787 -2.8572  -0.178
H 6.5573 -6.1601 -2.0507  0.104
H 5.6615 -7.1064 -2.9872  0.103
H 6.5910 -6.4986 -5.0878  0.105
H 7.9319 -5.9778 -4.1506  0.104
H 7.1676 -4.1006 -5.6560  0.108
H 7.3791 -3.8201 -4.0439  0.093
H 3.8047 -5.2513 -2.7438  0.101
H 5.0679 -4.2912 -2.0388  0.086
C -2.0663 4.1214 -5.6182  -0.225
C -3.1121 5.1686 -5.8845  -0.217
C -4.3379 4.4074 -6.4780  -0.210
S -4.4367 2.7447 -5.6853  0.700
O -4.3587 1.7042 -6.6771  -0.332
O -5.4071 2.7308 -4.5729  -0.353
C -2.7975 2.9392 -4.9273  -0.216
H -1.2542 4.4236 -4.9568  0.113
H -1.5528 3.9028 -6.5545  0.113
H -2.8580 6.0403 -6.4875  0.116
H -3.3977 5.5364 -4.8990  0.114
H -4.0784 4.1580 -7.5069  0.089
H -5.2849 4.9165 -6.6574  0.101
H -2.3537 1.9440 -4.9036  0.103
H -2.9807 3.1808 -3.8803  0.102
C -7.3501 -3.6234 3.6350  -0.236
C -6.9571 -4.1864 4.9934  -0.253
C -5.6655 -3.6002 5.4734  -0.208
S -4.6068 -3.2834 3.9147  0.736
O -3.5834 -4.2478 3.7051  -0.330
O -4.3466 -1.8240 3.8418  -0.364
C -6.0946 -3.7449 2.7994  -0.205
H -7.7329 -2.6029 3.6446  0.117
H -8.1193 -4.2639 3.2036  0.115
H -6.7001 -5.2412 4.8967  0.115
H -7.7879 -4.1841 5.6991  0.120
H -5.2132 -4.2319 6.2380  0.099
H -5.7371 -2.6386 5.9816  0.094
H -6.0185 -4.8102 2.5814  0.097
H -6.1155 -3.2389 1.8342  0.102
N 2.8349 6.0257 -7.1964  0.004
C 2.7530 7.0427 -6.2779  -0.145
C 3.2171 6.5880 -5.0521  -0.114
C 3.5260 5.2342 -5.2049  -0.121
C 3.1023 4.8872 -6.4689  -0.156
H 2.4229 5.9171 -8.1121  0.144
H 2.4261 7.9928 -6.6739  0.101
H 3.3664 7.1169 -4.1223  0.093
H 3.9122 4.4762 -4.5396  0.093
H 2.9970 3.9531 -7.0007  0.103

Forces on atoms 1 to 2 (eV/Å):
0.24 0.05 -0.16
-0.85 0.09 0.01

Output
Electronic energy in hartree: -5079.27376
SMILES: O=S1(=O)CCCC1.O=S1(=O)CCCC1.O=S1(=O)CCCC1.O=S1(=O)CCCC1.O=S1(=O)CCCC1.O=S1(=O)CCCC1.c1cc[nH]c1.CCCC#N.CCCC#N.CCCC#N